Entry 1:
The following is a DFT calculation (ωB97M-V with the def2-TZVPD basis set) of a molecular structure, C15H11CdN4O4S2.

Results
total energy = -2062.4408 Eh
charge = -1
HOMO = -5.275 eV
relative energy (zero: lowest compared OMol25 entry of this formula, charge and spin) = 11.40 kcal/mol
LUMO energy = 0.0461 Ha
largest force on an atom = 0.5 eV/A
frontier orbital gap = 6.529 eV

Atoms and positions in Å:
1 Cd 0.64145 -0.94043 -0.62845
2 C 5.21586 -2.75245 2.11999
3 S 4.66883 -3.02906 0.42550
4 C 3.46375 -1.77890 0.24738
5 S 2.93570 -1.56714 -1.41141
6 N 3.11541 -1.10144 1.29364
7 N 2.14652 -0.16309 1.01057
8 C 2.29842 1.00126 1.48596
9 C 1.37251 2.09421 1.07665
10 C 1.35609 3.28266 1.79238
11 C 0.52029 4.30688 1.37490
12 C -0.26468 4.10561 0.25331
13 C -0.17908 2.88369 -0.40390
14 N 0.62188 1.89826 -0.02362
15 H 6.00835 -3.47740 2.30105
16 H 5.60181 -1.74248 2.24025
17 H 4.40424 -2.90658 2.82650
18 H 3.13840 1.23264 2.13927
19 H 1.98524 3.39034 2.66620
20 H 0.47865 5.24004 1.92120
21 H -0.93789 4.86799 -0.11218
22 H -0.79455 2.69609 -1.27588
23 O -6.32669 -1.66561 -1.53787
24 C -5.66350 -0.80472 -2.13565
25 O -6.00928 0.10022 -2.92051
26 C -4.13671 -0.84635 -1.85393
27 C -3.29537 0.07337 -2.47277
28 C -1.94991 0.04550 -2.19213
29 N -1.41556 -0.83878 -1.33883
30 C -2.20223 -1.75424 -0.75377
31 C -3.56641 -1.77714 -0.99516
32 C -1.53380 -2.79030 0.17502
33 O -2.26765 -3.59381 0.72266
34 O -0.26141 -2.69417 0.31192
35 H -3.73001 0.78865 -3.15750
36 H -1.25429 0.73493 -2.66106
37 H -4.18440 -2.51822 -0.50977

=====

Entry 2:
The following is a DFT calculation (ωB97M-V with the def2-TZVPD basis set) of a molecular structure, C15H11I2N6O4V.

Results
total energy = -2747.0786 Eh
charge = -1
HOMO (alpha / beta) = -4.467 / -4.846 eV
relative energy (zero: lowest compared OMol25 entry of this formula, charge and spin) = 0.00 kcal/mol
multiplicity = 4
LUMO energy (alpha / beta) = 0.0744 / 0.0744 Ha
largest force on an atom = 1.7 eV/A
frontier orbital gap (alpha / beta) = 6.492 / 6.871 eV

Atoms and positions in Å:
1 V 0.79852 -1.13227 1.05467
2 I -3.08368 0.32108 -5.61009
3 C -2.16362 -0.32733 -3.84608
4 C -2.79871 -1.26220 -3.04474
5 C -2.18381 -1.66867 -1.87397
6 I -3.13746 -3.03955 -0.62289
7 C -0.92624 -1.17872 -1.46595
8 O -0.36909 -1.57028 -0.36895
9 C -0.31458 -0.21501 -2.30549
10 C 1.02361 0.34968 -1.90357
11 N 1.03862 0.74544 -0.49788
12 C 0.13202 1.81649 -0.13066
13 C -0.68745 1.49420 1.10053
14 C -1.60171 2.41806 1.59513
15 C -2.37629 2.09627 2.68992
16 C -2.22161 0.84590 3.27407
17 C -1.28835 -0.01290 2.73650
18 N -0.52697 0.29997 1.67531
19 C -0.93497 0.19699 -3.47200
20 H -3.76234 -1.66707 -3.31983
21 H 1.27733 1.17956 -2.57620
22 H 1.79812 -0.41450 -2.01488
23 H 1.97837 0.92316 -0.15686
24 H -0.57517 1.99568 -0.94663
25 H 0.66127 2.75897 0.04314
26 H -1.69610 3.37878 1.10529
27 H -3.09215 2.80570 3.08443
28 H -2.80790 0.54014 4.12848
29 H -1.12479 -0.99726 3.15980
30 H -0.44791 0.93802 -4.09507
31 O 3.31353 -2.50339 1.56215
32 N 2.01234 -2.75837 1.13174
33 O 1.89648 -3.59400 0.21886
34 O 1.05890 -2.67588 2.10647
35 N 2.40291 -0.34858 1.48414
36 C 3.47066 -1.06026 1.52977
37 N 4.75767 -0.77934 1.59982
38 C 5.07039 0.50004 1.53245
39 N 5.43018 1.60145 1.43904

=====

Entry 3:
The following is a DFT calculation (ωB97M-V with the def2-TZVPD basis set) of a molecular structure, C15H11IrN2O2SSe2Te2.

Results
total energy = -6679.6078 Eh
HOMO (alpha / beta) = -7.052 / -7.805 eV
relative energy (zero: lowest compared OMol25 entry of this formula, charge and spin) = 2.65 kcal/mol
multiplicity = 5
LUMO energy (alpha / beta) = -0.0243 / -0.0655 Ha
largest force on an atom = 0.7 eV/A
frontier orbital gap (alpha / beta) = 6.390 / 6.022 eV

Atoms and positions in Å:
1 Ir -0.55033 -0.26318 0.09915
2 Se -1.44316 0.34929 -2.19472
3 Te -3.31099 -0.03875 -0.57766
4 Te -3.26539 2.22320 0.87910
5 Se -0.86604 1.74721 1.44959
6 O 0.23467 -3.90577 1.90830
7 S -0.16888 -3.20238 0.72683
8 O -1.50576 -2.62024 0.66240
9 N 0.71150 -1.91305 0.39069
10 C 2.10210 -1.86185 0.29075
11 C 2.97974 -2.89012 0.49982
12 C 4.37177 -2.68323 0.32681
13 C 4.87662 -1.47186 -0.03967
14 C 3.98686 -0.38591 -0.24980
15 C 4.40810 0.91292 -0.62015
16 C 3.49091 1.90397 -0.79998
17 C 2.12364 1.61261 -0.60785
18 N 1.70604 0.42178 -0.26487
19 C 2.61104 -0.58364 -0.08331
20 C 0.03026 -4.29194 -0.63596
21 C -0.28410 -3.81660 -1.90780
22 C -0.12294 -4.65905 -2.99272
23 C 0.34318 -5.95706 -2.80676
24 C 0.65048 -6.41710 -1.53551
25 C 0.49793 -5.58217 -0.43451
26 H 2.61859 -3.85912 0.81722
27 H 5.04275 -3.51551 0.49665
28 H 5.94103 -1.32183 -0.16904
29 H 5.46611 1.10485 -0.75508
30 H 3.78871 2.90374 -1.08285
31 H 1.36116 2.37224 -0.73818
32 H -0.64951 -2.80440 -2.03994
33 H -0.36107 -4.30430 -3.98703
34 H 0.46391 -6.61212 -3.66053
35 H 1.01129 -7.42846 -1.39754
36 H 0.72685 -5.92214 0.56665

=====

Entry 4:
The following is a DFT calculation (ωB97M-V with the def2-TZVPD basis set) of a molecular structure, C15H11N7O4Sc.

Results
total energy = -2023.1427 Eh
charge = +1
HOMO = -10.120 eV
LUMO energy = -0.1946 Ha
largest force on an atom = 0.5 eV/A
frontier orbital gap = 4.826 eV

Atoms and positions in Å:
1 Sc -0.44588 -0.71007 -0.54751
2 O -4.32146 4.17322 -3.54285
3 C -3.32089 4.50652 -2.89496
4 O -2.78497 5.59268 -2.63478
5 C -2.56793 3.29931 -2.28544
6 C -1.42306 3.49561 -1.51821
7 C -0.77007 2.41641 -0.97844
8 N -1.20588 1.15184 -1.16566
9 C -2.33656 0.95155 -1.92144
10 C -3.02252 1.99042 -2.48582
11 C -2.78000 -0.47802 -2.08541
12 O -3.70005 -0.83052 -2.74052
13 O -1.98073 -1.36175 -1.37119
14 H -1.08596 4.51409 -1.37301
15 H 0.12508 2.53163 -0.37700
16 H -3.91335 1.83261 -3.08085
17 N -2.03107 -1.07047 2.52606
18 C -0.71540 -1.25342 2.62284
19 N -0.20670 -1.47765 3.82019
20 C 1.10690 -1.69071 3.87001
21 N 1.66896 -1.90135 5.04611
22 N 1.93989 -1.70628 2.78123
23 C 1.36458 -1.45723 1.65078
24 N 0.03722 -1.19462 1.47624
25 C 2.24224 -1.46534 0.42426
26 C 3.59092 -1.72636 0.53243
27 C 4.36359 -1.73072 -0.62368
28 C 3.76892 -1.47667 -1.84662
29 C 2.41011 -1.22222 -1.88036
30 N 1.66120 -1.21470 -0.77070
31 H -2.57515 -1.14007 3.37187
32 H -2.52964 -1.04613 1.65308
33 H 1.09985 -1.89470 5.87672
34 H 2.65950 -2.06286 5.11079
35 H 4.01364 -1.92243 1.50590
36 H 5.42460 -1.93255 -0.56342
37 H 4.33716 -1.47229 -2.76531
38 H 1.90292 -1.01677 -2.81531

=====

Entry 5:
The following is a DFT calculation (ωB97M-V with the def2-TZVPD basis set) of a molecular structure, C15H12BF3FeO4S.

Results
total energy = -2865.3870 Eh
charge = +2
HOMO (alpha / beta) = -15.316 / -15.417 eV
multiplicity = 5
LUMO energy (alpha / beta) = -0.3690 / -0.3997 Ha
largest force on an atom = 6.2 eV/A
frontier orbital gap (alpha / beta) = 5.274 / 4.541 eV

Atoms and positions in Å:
1 C -1.84360 -2.02102 2.60756
2 O -1.93943 -1.15861 1.50855
3 C -1.19663 -1.55576 0.37741
4 C -1.26536 -0.86187 -0.78630
5 B -2.14893 0.43853 -1.10536
6 F -3.33741 0.36726 -0.38733
7 F -1.40412 1.55087 -0.73327
8 F -2.40966 0.45292 -2.47012
9 S -0.21773 -1.57301 -1.97217
10 C 0.29281 -2.81706 -0.89956
11 C -0.30010 -2.67986 0.29948
12 H -2.50301 -1.64455 3.39134
13 H -2.16368 -3.02177 2.31695
14 H -0.81682 -2.02944 2.97303
15 H 0.98657 -3.59083 -1.16771
16 H -0.12623 -3.35560 1.12470
17 O 7.37617 0.96598 1.64359
18 C 6.58710 0.37059 1.07913
19 Fe 5.26037 -0.61427 0.18646
20 C 5.03841 0.89690 -0.90141
21 O 4.88137 1.81702 -1.55330
22 C 6.48762 -1.38087 -0.97988
23 O 7.22109 -1.88540 -1.68928
24 C 3.45689 -1.60551 -0.65405
25 C 4.13492 -2.81771 -0.41256
26 C 4.97320 -3.10103 0.66355
27 C 5.31165 -2.22769 1.71826
28 C 4.67420 -1.03898 2.17290
29 C 3.65630 -0.28986 1.52713
30 C 3.14427 -0.53053 0.22645
31 H 2.97231 -1.54211 -1.63297
32 H 4.08650 -3.56558 -1.19696
33 H 5.50229 -4.04678 0.62910
34 H 6.10584 -2.59546 2.37565
35 H 5.05686 -0.61923 3.10981
36 H 3.31260 0.61942 2.03435
37 H 2.46624 0.23307 -0.17038

=====

Entry 6:
The following is a DFT calculation (ωB97M-V with the def2-TZVPD basis set) of a molecular structure, C15H12Br2F3NNiOS2.

Results
total energy = -8461.1997 Eh
charge = -2
HOMO (alpha / beta) = 0.059 / 0.078 eV
multiplicity = 3
LUMO energy (alpha / beta) = 0.1471 / 0.1471 Ha
largest force on an atom = 1.0 eV/A
frontier orbital gap (alpha / beta) = 3.943 / 3.924 eV

Atoms and positions in Å:
1 Ni -0.33444 -1.50616 -0.63600
2 C 3.94759 -1.64419 1.31318
3 C 2.45603 -1.56857 0.99826
4 S 2.03833 -1.90256 -0.68206
5 C 1.55214 -1.31172 1.96127
6 C 1.96491 -1.11317 3.40506
7 S -0.19632 -1.20553 1.71357
8 H 4.50369 -1.78259 0.38638
9 H 4.18984 -2.48467 1.97540
10 H 4.31701 -0.73072 1.79414
11 H 3.04761 -1.09867 3.54273
12 H 1.55263 -1.91736 4.02755
13 H 1.55178 -0.17467 3.79385
14 C 1.97942 1.24699 -1.02407
15 C 0.52698 1.60220 -0.94922
16 C 0.19607 2.97050 -0.79165
17 C -1.09171 3.38399 -0.76144
18 C -2.11519 2.42487 -0.88121
19 C -3.49693 2.73106 -0.92565
20 Br -4.09458 4.54666 -0.76859
21 C -4.43453 1.75229 -1.08070
22 C -4.03566 0.41861 -1.16578
23 Br -5.36554 -0.91796 -1.37535
24 C -2.69405 -0.00440 -1.06118
25 O -2.33570 -1.20983 -1.04598
26 C -1.70764 1.07240 -0.97763
27 N -0.39989 0.67401 -1.02102
28 H 2.56025 2.13977 -1.27212
29 H 2.16506 0.45931 -1.74646
30 H 2.31954 0.84937 -0.06443
31 H 1.00241 3.68971 -0.71166
32 H -1.33861 4.43263 -0.66269
33 H -5.48517 2.00364 -1.12769
34 F 0.13741 -4.42424 -0.24241
35 C -0.61855 -3.51530 -0.92012
36 F -1.89783 -4.02536 -0.74397
37 F -0.36635 -3.86036 -2.27228